Molecular formula: C3H7BrN2S
Method: DFT, the ωB97M-V functional and the def2-TZVPD basis

```
14
Properties=species:S:1:pos:R:3:forces:R:3
C -1.106 2.326 0.055 1.749 -1.238 0.322
C 1.434 -1.254 -0.205 1.446 -1.408 4.462
C 0.265 -0.716 0.663 -2.226 -2.980 2.532
N -2.241 2.434 -0.425 -4.563 -1.724 -1.628
N -0.833 -0.556 -0.277 2.252 0.721 -0.891
S 0.375 2.527 0.437 0.996 0.734 0.513
Br -2.553 -0.645 0.090 -1.520 -0.596 1.080
H 2.368 -1.058 0.408 -0.777 -0.089 -1.056
H 1.544 -2.269 -0.640 -1.001 0.246 0.981
H 1.338 -0.657 -0.985 0.497 2.950 -3.794
H -0.027 -1.431 1.619 0.570 1.291 -2.316
H 0.468 0.229 1.236 0.343 -0.269 -0.965
H -2.955 1.546 -0.525 2.069 1.957 0.673
H -2.568 3.203 -0.996 0.166 0.405 0.087
```
Forces are in eV/Å.

## Properties
* energy relative to the best compared isomer or geometry (same formula, charge and spin): 98.7 kcal per mole
* HOMO energy (spin up / spin down): -8.68 / -6.64 eV

***

Molecular formula: C3H7BrNO
Method: DFT, the ωB97M-V functional and the def2-TZVPD basis

```
13
Properties=species:S:1:pos:R:3:forces:R:3
C 2.739 -1.109 -0.083 1.119 -0.641 -0.291
C -1.507 0.201 0.402 -0.403 2.698 1.726
C -0.366 0.156 -0.447 1.226 -2.734 -2.999
N 0.543 0.999 -0.677 1.312 1.882 1.627
O 3.668 -1.983 0.057 0.027 3.159 1.738
Br 3.415 0.632 0.786 -0.300 -1.027 -0.205
H -1.317 0.123 1.498 0.266 -0.246 -0.777
H -1.890 1.236 0.304 -0.170 -0.299 0.164
H -2.267 -0.452 0.106 -0.947 -1.161 -0.377
H -0.210 -0.640 -1.178 -0.499 -0.756 0.668
H 1.502 0.835 -1.044 -1.170 -0.378 -0.331
H 3.843 -2.714 -0.503 -0.733 -1.546 -1.270
H 0.527 1.796 -0.075 0.272 1.050 0.327
```
Forces are in eV/Å.

## Properties
* charge: +1
* energy relative to the best compared isomer or geometry (same formula, charge and spin): 66.0 kcal per mole
* HOMO energy: -13.48 eV

***

Molecular formula: C3H7BrNO
Method: DFT, the ωB97M-V functional and the def2-TZVPD basis

```
13
Properties=species:S:1:pos:R:3:forces:R:3
C -0.095 2.129 -0.028 1.638 2.109 3.500
C -0.529 0.699 -0.306 -1.702 -1.087 0.434
C 0.502 -1.931 -0.552 2.294 -1.978 -0.196
N -0.319 -0.349 0.714 -2.093 3.146 1.533
O 0.521 1.296 -0.940 1.212 -0.517 -0.538
Br 0.951 -3.225 0.713 -0.051 0.379 0.172
H -0.423 3.176 -0.224 -0.954 -1.386 -1.131
H 0.488 2.342 0.962 -0.763 -1.258 -1.532
H -1.410 0.449 -0.946 0.716 0.306 0.722
H -0.279 -2.326 -1.130 -0.629 0.214 -1.251
H 1.350 -1.265 -0.751 -0.685 -0.308 -0.493
H -1.253 -0.674 1.122 1.875 0.311 -0.558
H 0.495 -0.323 1.366 -0.858 0.069 -0.663
```
Forces are in eV/Å.

## Properties
* charge: +1
* ⟨S²⟩: 2.01
* energy relative to the best compared isomer or geometry (same formula, charge and spin): 43.1 kcal per mole
* multiplicity: 3
* HOMO energy (spin up / spin down): -12.14 / -15.00 eV

***

Please write out number 3 again, unchanged.
Molecular formula: C3H7BrNO
Method: DFT, the ωB97M-V functional and the def2-TZVPD basis

```
13
Properties=species:S:1:pos:R:3:forces:R:3
C -0.095 2.129 -0.028 1.638 2.109 3.500
C -0.529 0.699 -0.306 -1.702 -1.087 0.434
C 0.502 -1.931 -0.552 2.294 -1.978 -0.196
N -0.319 -0.349 0.714 -2.093 3.146 1.533
O 0.521 1.296 -0.940 1.212 -0.517 -0.538
Br 0.951 -3.225 0.713 -0.051 0.379 0.172
H -0.423 3.176 -0.224 -0.954 -1.386 -1.131
H 0.488 2.342 0.962 -0.763 -1.258 -1.532
H -1.410 0.449 -0.946 0.716 0.306 0.722
H -0.279 -2.326 -1.130 -0.629 0.214 -1.251
H 1.350 -1.265 -0.751 -0.685 -0.308 -0.493
H -1.253 -0.674 1.122 1.875 0.311 -0.558
H 0.495 -0.323 1.366 -0.858 0.069 -0.663
```
Forces are in eV/Å.

## Properties
* charge: +1
* ⟨S²⟩: 2.01
* energy relative to the best compared isomer or geometry (same formula, charge and spin): 43.1 kcal per mole
* multiplicity: 3
* HOMO energy (spin up / spin down): -12.14 / -15.00 eV